Below is a structure of composition H5N2OP at a distorted geometry, with properties calculated with wB97M-V/def2-TZVPD.

Each line ends with the Mulliken charge.
Positions of all 9 atoms, in Å:
N -0.9333 1.0937 0.1415  -0.5345
N 1.2560 -0.3202 -0.1489  -0.4513
O -0.7767 -1.3281 1.1990  -0.5622
P -0.3762 -0.5103 0.0627  0.5102
H -0.8410 1.9726 -0.4134  0.2499
H -0.7764 1.2658 1.0796  0.2243
H 1.8233 -0.1892 -0.9216  0.2400
H 1.7394 -0.9197 0.4252  0.2288
H -1.1152 -1.0645 -1.4242  0.0949

Values from the calculation:
Orbital gap = 11.091 eV
Energy above the lowest of the compared OMol25 structures with the same formula, charge and spin = 31.0 kcal per mole
HOMO level = -10.09 eV
Multiplicity = 1
DFT total energy = -14397.843 eV

Below is the molecule H5N2OPS2 at a distorted geometry, with properties calculated with wB97M-V/def2-TZVPD.

Each line ends with the Löwdin spin population.
Positions of all 11 atoms, in Å:
N -0.4589 -0.9585 1.4352  0.0473
N 0.7513 -0.3894 0.9261  0.0646
O -1.3491 1.0817 -0.4930  0.2614
P 0.4039 0.2189 -0.6169  0.4712
S 1.3266 1.7394 -1.4756  0.9663
S 0.1195 -1.4561 -1.6741  0.1352
H -0.3257 -1.2222 2.4303  0.0108
H -1.1990 -0.2500 1.2442  0.0044
H 1.2735 0.1842 1.5224  0.0056
H -1.1501 2.0449 -0.5458  0.0126
H 0.6080 -0.9931 -2.7530  0.0206

Values from the calculation:
Orbital gap (spin up / spin down) = 5.133 / 5.570 eV
Energy above the lowest of the compared OMol25 structures with the same formula, charge and spin = 0.0 kcal per mole
⟨S²⟩ = 2.009
HOMO level (spin up / spin down) = -4.73 / -8.97 eV
Multiplicity = 3
DFT total energy = -36063.199 eV

Below is a cluster of 2 separate species, H5N2PS in total at a distorted geometry, with properties calculated with wB97M-V/def2-TZVPD.

Each line ends with the Mulliken charge.
Positions of all 9 atoms, in Å:
N -1.0560 0.6435 0.9847  -0.5775
N -0.0999 -1.7325 0.2421  -0.4061
P 0.2722 -0.4271 1.2393  0.3739
S 2.2928 0.6523 -1.1894  -0.5420
H -1.5763 0.6809 0.1116  0.3035
H -0.6843 1.5850 0.9828  0.2826
H 0.7595 -2.1144 -0.2148  0.2665
H -0.9620 -2.0823 -0.0325  0.2431
H 2.2820 1.8079 -0.3584  0.0559

Values from the calculation:
Orbital gap (spin up / spin down) = 6.880 / 5.780 eV
Energy above the lowest of the compared OMol25 structures with the same formula, charge and spin = 51.1 kcal per mole
HOMO level (spin up / spin down) = -7.92 / -7.34 eV
Multiplicity = 1
DFT total energy = -23183.830 eV

Below is the molecule H5N3OS at a distorted geometry, with properties calculated with wB97M-V/def2-TZVPD.

Each line ends with the Mulliken charge.
Positions of all 10 atoms, in Å:
N 0.1885 1.9174 0.1765  -0.5660
N -0.0916 -0.6063 1.1441  -0.5204
N -0.3154 -0.1190 -1.2227  -0.5820
O -2.0373 0.5833 0.4205  -0.5714
S -0.6305 0.6661 0.2577  0.9271
H 0.0677 2.6726 0.7503  0.2317
H 0.4443 -1.1815 0.5564  0.2578
H 0.5675 -0.2984 1.9118  0.3078
H 0.5473 -0.6737 -1.2590  0.2461
H -0.4720 0.6075 -1.9324  0.2694

Values from the calculation:
Orbital gap = 10.387 eV
Energy above the lowest of the compared OMol25 structures with the same formula, charge and spin = 6.6 kcal per mole
HOMO level = -9.84 eV
Multiplicity = 1
DFT total energy = -17431.900 eV
Structure (SMILES) = N=S(N)(N)=O

Below is a cluster of 2 separate species, H5N3S in total at a distorted geometry, with properties calculated with wB97M-V/def2-TZVPD.

Each line ends with the Mulliken charge.
Positions of all 9 atoms, in Å:
N -0.7385 1.0319 0.1873  -0.0699
N 1.3252 -0.6275 -0.2327  -0.7600
N -1.3855 -0.0127 -0.0313  -0.1700
S -2.9029 -0.1565 -0.2281  -0.2756
H 0.2526 0.9257 0.0896  0.3069
H -1.1365 1.8541 0.5707  0.2529
H 1.3934 -0.9763 0.7130  0.2536
H 2.2459 -0.5624 -0.4665  0.2050
H 0.9465 -1.4762 -0.6019  0.2571

Values from the calculation:
Orbital gap = 8.107 eV
Energy above the lowest of the compared OMol25 structures with the same formula, charge and spin = 12.5 kcal per mole
HOMO level = -7.60 eV
Multiplicity = 1
DFT total energy = -15384.585 eV
Structure (SMILES) = NN=S.N

Below is the molecule H5N3Si at a distorted geometry, with properties calculated with wB97M-V/def2-TZVPD.

Each line ends with the Mulliken charge.
Positions of all 9 atoms, in Å:
N -0.5198 -0.5187 -0.2103  -0.1138
N 2.6332 0.0493 0.1037  -0.5226
N -1.8307 0.1463 -0.1482  -0.5921
Si 1.0718 0.2036 -0.1503  0.3327
H -1.8591 1.1885 0.2302  0.2700
H -2.2780 -0.4217 0.5755  0.2503
H -0.9874 -1.4186 -0.3020  0.2865
H 3.0597 -0.8308 0.1188  0.1980
H 0.7104 1.6022 -0.2174  -0.1090

Values from the calculation:
Orbital gap = 9.366 eV
Energy above the lowest of the compared OMol25 structures with the same formula, charge and spin = 0.0 kcal per mole
HOMO level = -8.80 eV
Multiplicity = 1
DFT total energy = -12426.696 eV
Structure (SMILES) = [H]/N=[SiH]\NN

Question: Look up the DFT total energy of the third one.
Answer: -23183.830 eV

Question: The lowest DFT total energy belongs to which entry?
Answer: H5N2OPS2

Question: Which value of DFT total energy does entry 3 give?
Answer: -23183.830 eV